[1]
Here is a cluster of 7 separate species, C25H36O21 in total at a distorted geometry from OMol25. Energies are from ωB97M-V/def2-TZVPD.

Structure (XYZ):
```
82
Properties=species:S:1:pos:R:3:forces:R:3
C -3.907784 4.387210 -1.758985 -0.38 1.72 0.25
C -2.778539 3.767328 -0.978566 -1.54 1.12 0.66
C -3.271112 3.152680 0.338799 0.46 0.56 0.10
O -2.375436 2.012712 0.392974 -0.56 0.28 2.45
C -1.906451 1.741827 -0.801696 0.25 -0.56 -0.82
O -1.191624 0.823783 -1.056228 0.00 -0.32 -0.04
O -2.378269 2.627603 -1.678505 0.97 -0.66 -1.12
H -4.333907 5.235861 -1.148373 0.45 -0.68 -0.69
H -4.721952 3.666072 -1.884305 0.27 0.04 -0.23
H -3.574567 4.806243 -2.739683 -0.32 -0.45 0.76
H -1.926403 4.435697 -0.787932 -0.21 -0.13 -0.23
H -4.298179 2.794159 0.252937 0.04 -0.11 -0.01
H -3.195540 3.821474 1.237840 0.33 -0.83 -0.85
C -2.404348 -4.095349 -3.935169 1.87 -0.28 -1.09
C -2.225211 -2.930587 -3.079804 -1.29 1.55 1.85
C -0.874185 -2.328423 -3.071392 1.47 0.69 -1.68
O -1.083224 -1.035971 -3.754537 1.47 -1.04 0.53
C -2.341776 -0.939334 -4.158140 0.11 0.45 0.98
O -2.776803 -0.036626 -4.780573 -0.37 1.38 -1.24
O -3.090958 -1.897277 -3.660765 -0.19 -1.37 0.60
H -1.824268 -4.946433 -3.598686 -0.35 -0.40 0.45
H -1.819468 -3.807456 -4.866565 -1.46 -0.45 0.40
H -3.464296 -4.222969 -4.000970 -0.42 -0.73 -0.73
H -2.512117 -2.964167 -2.019035 -0.54 -0.75 -0.41
H -0.196424 -2.950000 -3.693824 -0.12 0.61 0.44
H -0.434905 -2.215237 -2.083805 -0.03 0.47 -0.11
C 3.005416 -2.236241 0.218304 -0.01 0.10 -0.49
C 3.596075 -3.228145 -0.760024 -0.84 -0.44 -1.10
C 3.626220 -4.705492 -0.354710 0.78 1.07 2.63
O 2.350640 -5.225739 -0.628561 0.39 0.31 0.02
C 1.860029 -4.467444 -1.622672 -2.24 -2.50 -1.53
O 0.895834 -4.869887 -2.268335 1.48 1.59 0.99
O 2.598099 -3.408875 -1.843835 0.39 1.40 -0.55
H 2.823009 -1.213909 -0.209329 -0.08 -1.16 0.12
H 3.706605 -2.117512 1.014219 0.55 0.14 0.78
H 2.122350 -2.717300 0.643355 -0.21 0.43 0.03
H 4.553130 -2.907267 -1.211036 -0.64 -0.11 0.08
H 3.836277 -4.804009 0.714234 -0.25 -0.04 0.01
H 4.416926 -5.217602 -0.840006 0.49 -0.73 -0.98
C 2.542678 3.745106 0.669858 0.35 -1.50 -0.04
C 1.112613 3.264897 0.884223 -0.27 0.04 -0.59
C 0.652669 3.055174 2.302832 1.64 1.12 1.88
O -0.207222 4.127147 2.622208 -0.69 1.68 -0.92
C -0.447406 4.823156 1.498921 -0.91 1.15 -1.63
O -1.182263 5.779115 1.365110 0.81 -1.28 0.76
O 0.200457 4.298587 0.397334 -0.20 -0.27 1.89
H 3.175293 2.827821 0.831588 -0.28 0.96 -0.05
H 2.883292 4.552555 1.351178 -0.43 -0.40 -0.49
H 2.646201 3.998408 -0.398670 0.07 0.17 0.56
H 0.883145 2.323149 0.367359 0.45 0.57 -0.37
H 1.456105 3.141940 3.068356 -0.19 -0.50 -0.68
H 0.067198 2.211869 2.498976 -0.49 -1.76 -0.09
O 0.934175 -3.860147 2.608253 0.49 1.45 2.40
C 1.223688 -3.361108 3.696821 0.28 -1.90 -2.51
O 0.379793 -3.198405 4.710860 -0.60 -0.23 -0.12
C 1.107022 -2.837224 5.879887 0.00 -0.13 1.28
C 2.369740 -2.282306 5.284184 0.27 0.06 -0.38
O 2.481302 -3.009878 4.045919 -0.57 0.17 -0.18
H 0.547931 -2.061869 6.393096 -0.05 -0.08 0.09
H 1.239910 -3.708140 6.572868 -0.06 0.50 -0.87
H 3.277789 -2.431595 5.830252 0.36 -0.19 0.45
H 2.254927 -1.231155 5.050794 -0.03 0.26 -0.06
O 1.609251 1.059650 -1.352956 0.61 -0.48 1.03
C 1.183241 1.749766 -2.210179 -0.30 0.40 -1.42
O 0.715597 3.001671 -2.058084 -0.30 0.01 -0.16
C 0.130995 3.484304 -3.304742 0.94 -1.41 0.30
C 0.653241 2.426785 -4.327519 -2.11 -0.61 0.17
O 1.145080 1.389522 -3.503170 0.23 -0.48 0.14
H -0.932598 3.585758 -3.116987 0.04 -0.07 -0.53
H 0.652501 4.380584 -3.509167 -0.05 1.31 -0.15
H 1.436811 2.807635 -4.922645 1.09 0.57 -0.51
H -0.080101 1.972668 -5.038537 0.19 0.51 0.86
O -0.388312 -0.181924 5.597393 0.86 0.24 0.29
C -0.650932 -0.416635 4.469348 -2.14 -0.57 -1.72
O -1.978061 -0.689627 4.093930 1.86 0.07 -2.35
C -2.001460 -0.942445 2.565313 1.33 -0.64 2.50
C -0.500235 -0.888457 2.224055 -0.04 1.44 -0.51
O 0.211189 -0.463112 3.390831 -1.17 0.25 1.86
H -2.263482 -1.987499 2.420999 -0.73 0.18 0.15
H -2.672047 -0.243697 2.082249 0.15 0.17 0.08
H -0.257118 -0.152927 1.452541 -0.18 -0.24 -0.15
H -0.095492 -1.842517 1.978496 0.02 -0.73 -0.44
```
Positions in Å, forces in eV/Å.

Results
SMILES: C[C@H]1COC(=O)O1.C[C@H]1COC(=O)O1.C[C@H]1COC(=O)O1.C[C@H]1COC(=O)O1.O=C1OCCO1.O=C1OCCO1.O=C1OCCO1
Orbital gap in eV: 10.830
Calculated total energy in eV: -69506.7088
ΔE to the lowest compared entry with this formula, charge and spin in kJ/mol: 100.6
Total charge: 0


[2]
Here is a cluster of 2 separate species, C4H8N3 in total at a distorted geometry from OMol25. Energies are from ωB97M-V/def2-TZVPD.

Structure (XYZ):
```
15
Properties=species:S:1:pos:R:3:forces:R:3
C 0.671859 -0.665447 -2.749807 -0.73 -1.67 -5.16
C -0.088433 0.780692 -1.502429 -1.04 0.07 0.76
C 0.161252 0.427270 2.267918 0.67 0.13 4.13
C -1.209533 0.254023 2.156382 -1.06 -2.10 0.01
N 0.066307 0.487688 -2.788409 0.66 1.68 -0.80
N 0.650857 -1.171669 -1.580564 1.55 -1.57 5.56
N 0.196543 -0.182440 -0.653696 0.93 -1.56 -1.17
H 0.908375 -1.298892 -3.689120 -0.12 1.32 1.81
H -0.518220 1.688245 -1.118160 -0.05 0.33 -0.22
H 0.666307 -0.349045 2.859815 -0.15 -0.10 -0.65
H 0.514096 1.393819 2.726009 -0.52 -0.29 -1.18
H 0.402845 0.363397 1.209805 0.47 -0.08 -1.85
H -1.832022 0.988838 1.723467 -0.59 1.13 -0.33
H -1.786789 -0.717026 2.343177 1.17 1.22 -0.11
H 1.196555 -1.999453 -1.204390 -1.19 1.49 -0.80
```
Positions in Å, forces in eV/Å.

Results
Orbital gap in eV: 6.843
Calculated total energy in eV: -8737.3605
ΔE to the lowest compared entry with this formula, charge and spin in kJ/mol: 523.1
Total charge: +1


[3]
Here is a cluster of 8 separate species, C30H63N7O13S2 in total at a distorted geometry from OMol25. Energies are from ωB97M-V/def2-TZVPD.

Structure (XYZ):
```
115
Properties=species:S:1:pos:R:3:forces:R:3
C -0.697684 -5.096678 3.534300 0.76 0.72 -0.10
C 0.409318 -4.908750 2.493233 -1.85 -0.87 0.45
C -0.109520 -5.305745 1.093558 1.24 -0.39 0.41
O -1.527067 -5.395692 0.995268 0.12 -0.43 -0.29
C -2.070753 -4.221814 0.676864 -2.75 -1.84 -0.21
O -1.477789 -3.225766 0.625926 2.33 3.24 -0.19
C -3.575036 -4.267482 0.395427 0.49 0.74 0.91
S -4.213498 -2.603928 0.013640 -0.43 -0.18 -0.51
C -4.076149 -1.655131 1.568425 0.37 -0.85 -0.69
O -2.981016 -0.762602 1.615136 -0.36 -1.01 0.99
C -3.201051 0.409075 0.969130 -0.08 -0.81 4.27
O -3.389103 0.497218 -0.159237 -3.01 -1.16 -5.30
O 0.747703 -3.531629 2.562938 -0.55 -0.38 -0.04
C 1.930780 -3.172834 2.101024 -0.75 2.48 -0.52
O 2.902782 -3.826328 2.075043 2.03 -2.51 -0.21
C 1.914631 -1.743290 1.625723 -1.10 0.78 0.03
S 2.409887 -1.567878 -0.108493 0.45 -0.43 -0.26
H -1.427928 -4.305774 3.398225 -0.36 -0.07 -0.10
H -1.132583 -6.082052 3.489016 -0.13 -0.21 0.11
H -0.229941 -4.913426 4.493981 -0.09 -0.26 0.35
H 1.197668 -5.592031 2.786493 0.67 0.36 -0.19
H 0.280479 -6.293046 0.875127 -0.25 -0.33 -0.01
H 0.298526 -4.648457 0.332503 -0.11 0.22 -0.08
H -3.788002 -4.925686 -0.435464 -0.24 -0.15 -0.13
H -4.072384 -4.611964 1.295994 -0.15 -0.44 0.01
H -5.019903 -1.136597 1.709276 -0.08 0.23 -0.17
H -4.002447 -2.387846 2.361018 0.35 0.04 0.33
H -3.189371 1.321339 1.578626 0.22 -1.64 0.36
H 0.884407 -1.405115 1.690828 -0.08 0.15 0.08
H 2.488108 -1.109835 2.292835 0.39 -0.01 -0.05
H 3.086669 -0.407144 -0.051315 -0.25 -0.14 0.26
C 5.142892 -2.627990 3.657105 -0.01 0.13 0.50
N 5.289001 -1.642340 4.716752 0.07 -0.06 -0.19
C 4.840961 -1.976718 6.056611 0.09 0.23 -0.04
C 5.826258 -0.427020 4.501321 0.06 0.08 -0.06
O 5.970768 0.431284 5.351291 -0.03 -0.05 0.06
H 4.094066 -2.885546 3.539407 0.20 -0.07 -0.04
H 5.705712 -3.526829 3.920500 -0.03 -0.06 -0.14
H 5.519547 -2.235938 2.714553 -0.02 0.04 0.02
H 4.074870 -1.269006 6.376508 0.01 -0.05 0.09
H 5.678601 -1.911277 6.752559 -0.07 -0.01 0.07
H 4.433741 -2.984906 6.069881 0.01 0.00 -0.08
H 6.133959 -0.271340 3.452253 -0.02 -0.04 0.01
C -1.455269 1.649230 -1.062510 0.92 0.52 -0.01
N -0.015981 1.774714 -0.954165 0.04 0.09 -0.15
C 0.736453 2.276593 -2.085313 0.26 -0.10 0.23
C 0.635062 1.442527 0.166506 -0.10 -0.13 0.11
O 1.845034 1.496944 0.329804 0.10 0.32 -0.04
H -1.703352 0.968165 -1.880629 -0.12 -0.04 0.17
H -1.884766 2.632029 -1.266415 -0.08 -0.01 -0.04
H -1.876016 1.261166 -0.136510 1.54 0.87 -1.04
H 1.468249 1.530615 -2.401931 0.04 0.06 -0.06
H 1.269155 3.180891 -1.789838 0.08 0.02 -0.16
H 0.063696 2.503576 -2.907967 -0.07 0.01 0.07
H -0.041714 1.090797 0.962687 -0.04 0.00 0.01
C 1.739083 7.346176 -0.747049 -0.14 0.03 -0.18
N 0.604603 6.637387 -1.308015 0.09 0.01 0.05
C 0.055467 7.082737 -2.579939 0.00 -0.23 0.11
C 0.046927 5.585619 -0.691759 0.08 -0.06 0.17
O -0.905895 4.950843 -1.116741 -0.16 0.09 -0.01
H 1.473309 8.391330 -0.579763 0.11 0.02 0.02
H 2.581490 7.299257 -1.439788 0.06 0.06 0.08
H 2.035064 6.899342 0.199961 -0.03 -0.05 -0.01
H -0.991519 7.356362 -2.447320 0.00 0.02 -0.13
H 0.111783 6.265269 -3.301898 -0.10 0.04 -0.04
H 0.610448 7.939395 -2.953763 -0.06 0.03 0.14
H 0.539230 5.330763 0.262382 0.00 0.00 -0.02
C 2.504070 8.229873 -7.384039 -0.13 0.24 -0.03
N 1.752091 9.122445 -6.522996 0.08 -0.08 -0.10
C 1.206040 10.349700 -7.079696 -0.05 -0.02 0.23
C 1.541330 8.854492 -5.224572 0.06 -0.08 0.12
O 0.920186 9.563263 -4.453096 0.02 0.08 -0.13
H 3.372478 8.753180 -7.788680 0.03 -0.10 -0.05
H 1.872568 7.895127 -8.209217 0.09 -0.07 -0.03
H 2.844359 7.360870 -6.824849 -0.02 0.02 0.04
H 1.612829 11.208575 -6.545159 -0.06 0.05 -0.05
H 0.121922 10.355586 -6.963078 0.01 0.08 -0.04
H 1.459491 10.423313 -8.134072 0.04 -0.07 0.01
H 1.997421 7.901659 -4.901631 0.00 -0.01 -0.05
C -4.579517 4.937157 -0.003756 -0.11 -0.08 0.02
N -4.381807 3.795288 0.867561 0.33 -0.12 0.18
C -5.515410 2.947851 1.199031 0.11 -0.19 0.11
C -3.177086 3.492251 1.379437 -0.02 1.31 -0.64
O -2.946613 2.543777 2.111833 0.33 2.39 1.59
H -5.303677 5.621714 0.443956 0.02 0.03 -0.07
H -4.957161 4.600901 -0.971648 0.03 0.09 -0.01
H -3.639011 5.463323 -0.156165 0.04 -0.09 0.00
H -5.664377 2.939644 2.279838 -0.08 -0.01 0.00
H -5.319096 1.925124 0.872140 -0.20 0.13 -0.05
H -6.412376 3.320769 0.710824 0.06 0.02 -0.02
H -2.385511 4.192673 1.064499 -0.07 -0.13 -0.01
C -1.574089 -2.378555 -3.643042 -0.12 -0.02 -0.23
N -2.785570 -2.869534 -4.273802 0.19 0.05 0.08
C -2.995029 -2.632497 -5.690983 -0.19 -0.11 0.13
C -3.726639 -3.539050 -3.583191 -0.09 -0.10 0.16
O -4.762869 -3.973044 -4.048652 0.05 0.03 -0.11
H -1.519510 -1.292734 -3.745666 0.10 0.00 0.08
H -0.700659 -2.827311 -4.121912 0.06 0.06 0.08
H -1.567337 -2.631474 -2.583941 -0.06 0.02 0.01
H -3.911777 -2.059693 -5.836922 0.02 -0.01 -0.10
H -3.100134 -3.584979 -6.212310 -0.02 0.06 -0.08
H -2.152410 -2.082653 -6.103091 0.03 0.00 0.07
H -3.464999 -3.662544 -2.518381 0.05 0.05 -0.04
C 3.565901 -9.379441 4.176741 -0.19 0.03 -0.21
N 2.219535 -8.851065 4.071860 0.15 -0.04 0.04
C 1.523239 -8.939087 2.800144 -0.13 0.07 0.20
C 1.588889 -8.279245 5.116083 0.00 0.04 0.14
O 0.463353 -7.820139 5.081504 0.01 0.00 -0.14
H 4.221119 -8.861780 3.473253 0.09 -0.06 0.05
H 3.562993 -10.446126 3.943271 0.12 0.00 0.03
H 3.949853 -9.239890 5.185012 -0.05 0.02 0.01
H 1.258925 -7.938272 2.455383 -0.04 -0.05 -0.08
H 0.603712 -9.512865 2.922419 -0.02 0.03 -0.09
H 2.158399 -9.421614 2.061715 0.05 0.01 0.04
H 2.201305 -8.262180 6.034228 0.01 -0.02 -0.03
```
Positions in Å, forces in eV/Å.

Results
SMILES: C[C@@H](COC(=O)CSCOC=O)OC(=O)CS.CN(C)C=O.CN(C)C=O.CN(C)C=O.CN(C)C=O.CN(C)C=O.CN(C)C=O.CN(C)C=O
Orbital gap in eV: 8.891
Calculated total energy in eV: -90848.1748
ΔE to the lowest compared entry with this formula, charge and spin in kJ/mol: 0.0
Total charge: 0


no.,E_HOMO (eV)
1,-10.331
2,-14.087
3,-8.440